{
  "formula": "C32H33As2N2O10Rb",
  "method": "ωB97M-V with the def2-TZVPD basis set",
  "symbols": ["Rb", "C", "O", "C", "C", "C", "C", "C", "C", "N", "N", "C", "C", "O", "C", "C", "C", "C", "C", "C", "C", "C", "H", "H", "H", "H", "H", "H", "H", "H", "H", "H", "H", "H", "H", "C", "O", "C", "O", "C", "C", "As", "C", "C", "C", "As", "C", "C", "O", "O", "C", "C", "O", "O", "C", "C", "O", "O", "C", "H", "H", "H", "H", "H", "H", "H", "H", "H", "H", "H", "H", "H", "H", "H", "H", "H", "H", "C", "H", "H"],
  "positions_angstrom": [[-1.0333, -0.6913, 0.0698], [1.3256, -0.2278, 2.8059], [1.6002, -0.2311, 1.4119], [2.7921, 0.2955, 1.0179], [3.6190, 1.0146, 1.8760], [4.7974, 1.5783, 1.4021], [5.1531, 1.4265, 0.0722], [4.3378, 0.6920, -0.7771], [3.1610, 0.1019, -0.3263], [2.2891, -0.6739, -1.1417], [2.8698, -1.0714, -2.1886], [2.2049, -1.8377, -3.1079], [0.8554, -2.3231, -2.9619], [0.1165, -2.1062, -1.9852], [0.3498, -3.1467, -4.0649], [1.0809, -3.4425, -5.1538], [2.4304, -2.9741, -5.3028], [3.1870, -3.2953, -6.4408], [4.4811, -2.8561, -6.5882], [5.0443, -2.0726, -5.5691], [4.3223, -1.7440, -4.4481], [2.9859, -2.1793, -4.2730], [2.1231, -0.7244, 3.3643], [0.3935, -0.7700, 2.9418], [1.1963, 0.7887, 3.1845], [3.3334, 1.1707, 2.9063], [5.4196, 2.1516, 2.0785], [6.0590, 1.8831, -0.3081], [4.5951, 0.5585, -1.8187], [-0.6681, -3.4992, -3.9464], [0.6608, -4.0506, -5.9503], [2.7244, -3.9052, -7.2109], [5.0557, -3.1101, -7.4707], [6.0651, -1.7191, -5.6655], [4.7679, -1.1436, -3.6685], [-2.9510, -1.9373, 5.7314], [-2.0392, -0.8807, 5.4156], [-2.6189, 0.3020, 5.1578], [-3.8107, 0.4792, 5.2424], [-1.6224, 1.3262, 4.7183], [-0.7351, 1.8173, 5.5887], [0.7686, 3.0264, 5.1780], [0.4371, 4.2769, 6.6654], [-0.0466, 3.9381, 3.6762], [-0.5709, 3.1804, 2.6193], [-1.7109, 1.6122, 2.7727], [-3.4733, 2.4695, 2.7232], [-0.4829, 3.4877, 1.2190], [-1.2463, 3.0008, 0.3894], [0.5093, 4.3262, 0.7574], [1.8418, 3.9643, 1.1097], [0.2772, 5.3301, 3.6090], [1.1389, 5.9026, 4.2770], [-0.5264, 6.0394, 2.7617], [-0.1101, 7.3710, 2.5213], [-0.7300, 1.3827, 7.0176], [0.1622, 0.7476, 7.5176], [-1.7726, 1.7550, 7.7999], [-2.7304, 2.7142, 7.3339], [-2.3363, -2.8212, 5.8723], [-3.6539, -2.0816, 4.9125], [-3.5003, -1.7039, 6.6430], [0.4264, 3.7271, 7.6076], [-0.4986, 4.8191, 6.5310], [1.2548, 4.9941, 6.6723], [-3.5358, 3.2572, 3.4726], [-4.2506, 1.7250, 2.8831], [-3.5557, 2.8887, 1.7223], [2.4954, 4.6213, 0.5382], [2.0490, 2.9289, 0.8245], [2.0445, 4.0911, 2.1748], [-0.8211, 7.7811, 1.8068], [0.8951, 7.3934, 2.0969], [-0.1117, 7.9607, 3.4394], [-3.1678, 3.1402, 8.2344], [-3.5008, 2.2381, 6.7308], [-2.2521, 3.5003, 6.7532], [-3.9449, -1.5477, 0.3942], [-4.3946, -2.5495, 0.2102], [-4.8193, -0.9487, 0.7345]],
  "homo_ha": [-0.02413, -0.04637],
  "orbital_gap_ha": [0.169, 0.190],
  "charge": -2,
  "spin_multiplicity": 1,
  "largest_force_ha_per_bohr": 0.0050,
  "e_above_lowest_kj_mol": 115.4
}

=====

{
  "formula": "C20H22N2O4",
  "method": "ωB97M-V with the def2-TZVPD basis set",
  "symbols": ["C", "C", "O", "C", "C", "C", "C", "C", "C", "C", "C", "C", "C", "C", "O", "N", "C", "C", "C", "C", "C", "O", "N", "O", "C", "C", "H", "H", "H", "H", "H", "H", "H", "H", "H", "H", "H", "H", "H", "H", "H", "H", "H", "H", "H", "H", "H", "H"],
  "positions_angstrom": [[8.9660, 2.1607, 0.1663], [7.5630, 1.8766, -0.3464], [6.9622, 0.9509, 0.5394], [5.6957, 0.5335, 0.3026], [5.1743, -0.3805, 1.2245], [3.8980, -0.8706, 1.0833], [3.0971, -0.4628, 0.0131], [1.7509, -0.9699, -0.1470], [1.0025, -1.8602, 0.5821], [-0.2364, -1.9267, -0.1033], [-1.4070, -2.7570, 0.2920], [-2.5034, -2.8594, -0.7664], [-3.1700, -1.5149, -1.0480], [-3.9085, -0.9718, 0.1615], [-4.2039, -1.6271, 1.1386], [-4.2091, 0.3461, 0.0545], [-5.0067, 1.0445, 1.0446], [-6.3664, 1.3742, 0.5229], [-7.4999, 0.6231, 0.4165], [-8.4668, 1.4502, -0.2056], [-7.8483, 2.6391, -0.4339], [-6.5766, 2.6033, -0.0013], [-0.2106, -1.1380, -1.1476], [1.0082, -0.5421, -1.1876], [3.6196, 0.4470, -0.9036], [4.9015, 0.9423, -0.7661], [9.4619, 2.8714, -0.4885], [8.9173, 2.5731, 1.1703], [9.5427, 1.2406, 0.1978], [7.6072, 1.4537, -1.3596], [6.9750, 2.8043, -0.3771], [5.8013, -0.6876, 2.0465], [3.5133, -1.5741, 1.8046], [1.2763, -2.3927, 1.4679], [-1.0425, -3.7585, 0.5367], [-1.8367, -2.3397, 1.2069], [-2.0782, -3.2440, -1.6945], [-3.2585, -3.5606, -0.4070], [-2.4110, -0.8026, -1.3717], [-3.9006, -1.6327, -1.8528], [-3.9961, 0.8352, -0.8002], [-4.4973, 1.9662, 1.3418], [-5.0863, 0.3680, 1.8993], [-7.6245, -0.3880, 0.7449], [-9.4779, 1.1927, -0.4450], [-8.1900, 3.5536, -0.8764], [3.0077, 0.7662, -1.7333], [5.2715, 1.6450, -1.4959]],
  "homo_ha": -0.29995,
  "orbital_gap_ha": 0.328,
  "smiles": "CCOc1ccc(-c2cc(CCCC(=O)NCc3ccco3)no2)cc1",
  "spin_multiplicity": 1,
  "largest_force_ha_per_bohr": 0.0248,
  "e_above_lowest_kj_mol": 364.0
}

=====

{
  "formula": "C7H15FN3",
  "method": "ωB97M-V with the def2-TZVPD basis set",
  "symbols": ["C", "C", "C", "C", "C", "C", "C", "N", "N", "N", "F", "H", "H", "H", "H", "H", "H", "H", "H", "H", "H", "H", "H", "H", "H", "H"],
  "positions_angstrom": [[3.5102, -1.3335, 0.4413], [0.9944, 2.0467, -0.8710], [-2.1073, 0.2009, 1.1003], [-2.1114, -1.0508, 0.2331], [-1.0021, -1.0414, -0.8141], [1.8243, 1.2177, -0.1733], [1.4546, -0.8408, -0.7353], [-0.1534, 2.5536, -0.4121], [2.5537, -1.4893, -0.3419], [0.2928, -1.1558, -0.1754], [1.6022, 1.0519, 1.1645], [4.2265, -2.1414, 0.5280], [3.6835, -0.4404, 1.0420], [1.2336, 2.2279, -1.9093], [-2.8861, 0.1344, 1.8556], [-1.1510, 0.3268, 1.6080], [-2.3034, 1.0801, 0.4881], [-3.0684, -1.1310, -0.2827], [-2.0028, -1.9411, 0.8565], [-1.1404, -1.8872, -1.4981], [-1.0266, -0.1184, -1.3994], [2.8659, 1.1233, -0.4355], [1.4327, -0.6124, -1.7975], [-0.6887, 3.1973, -0.9688], [0.2938, -1.5338, 0.7625], [-0.3458, 2.5154, 0.5768]],
  "homo_ha": [-0.45338, -0.45337],
  "orbital_gap_ha": [0.321, 0.321],
  "charge": 1,
  "spin_multiplicity": 1,
  "largest_force_ha_per_bohr": 0.0272,
  "e_above_lowest_kj_mol": 0.0
}